(1)
Molecular formula: C17H22N4O4
Method: DFT, wB97M-V/def2-TZVPD

Structure (XYZ):
```
47
Properties=species:S:1:pos:R:3
C 5.57781 0.82197 0.58359
C -6.04149 0.31603 0.28430
C 3.61220 -0.47428 0.09616
H 3.58281 -2.64225 1.96347
H -1.57379 -1.96269 -0.29300
H 6.92010 3.00840 -0.03320
N -4.72116 0.73944 -0.14976
C 3.84650 1.76631 -0.75386
N 0.45197 -1.59288 -0.00549
H 5.25982 -1.15503 1.29587
C 0.94221 -2.00649 -1.25539
H 6.54088 0.89912 1.06807
H -1.14242 -1.18846 1.25124
C 3.42542 -2.90040 0.91990
H -5.88849 -0.63098 0.81047
C 1.44533 -1.37199 0.90168
H 5.47454 3.91221 0.42036
O 1.30210 -0.99995 2.03668
H -7.91325 -0.27217 -0.60787
H 2.14264 0.53883 -1.10098
C -6.94278 0.09563 -0.92781
C -0.92483 -1.22224 0.18092
C 2.76284 -1.72875 0.19533
H -5.96614 1.50454 2.08620
O -3.60390 -1.05765 0.64922
C -6.62939 1.35176 1.23872
H -7.08828 1.02833 -1.46990
N 2.27836 -2.13873 -1.10798
H 3.44097 2.59075 -1.32184
H 4.37451 -3.15285 0.45316
C -1.16122 0.14010 -0.44139
C -3.61197 0.00147 0.06974
C 5.87118 3.16809 -0.27086
H -2.54953 1.51093 -0.89099
O -0.28064 0.80888 -0.92429
H 2.77040 -3.76801 0.87250
O 0.26679 -2.23235 -2.22398
N -2.45520 0.60580 -0.44454
H -6.49977 -0.63478 -1.59990
C 4.84932 -0.34841 0.71031
H -7.59193 1.01181 1.60931
H 5.79358 3.57363 -1.27753
C 5.09232 1.89416 -0.15037
H 2.88869 -2.32090 -1.88551
C 3.11418 0.60215 -0.63355
H -6.77200 2.30288 0.72887
H -4.66932 1.60903 -0.65608
```

Computed properties:
* SMILES: Cc1ccc([C@]2(C)NC(=O)N(CC(=O)NC(=O)NC(C)C)C2=O)cc1
* relative energy (zero: lowest compared OMol25 entry of this formula, charge and spin): 11.4 kJ/mol
* HOMO level: -8.88 eV
* largest force on an atom: 0.55 eV/A
* E: -32139.816 eV

=====

(2)
Molecular formula: C37H65F9NO11S2
Method: DFT, wB97M-V/def2-TZVPD

Structure (XYZ):
```
125
Properties=species:S:1:pos:R:3
F 2.56361 -3.74768 1.93373
C 7.59211 -9.38444 -1.99656
H 8.08037 -6.14007 -0.80823
C -0.43036 -1.13267 -0.88898
S -1.57630 -1.48041 1.67117
H 0.38289 -1.36688 5.51344
H -1.68136 5.01225 -2.98606
C -1.16799 1.34946 -1.47083
C 14.23653 -10.30210 -1.53131
H -0.68808 10.65118 -4.63194
C 2.88268 -2.78895 -0.49849
C 0.43834 0.64523 4.78712
H 11.73896 -9.13506 -2.24572
C -0.19149 1.39068 5.93317
C -5.67539 3.58365 1.93423
H -0.63874 2.31833 5.56058
C 1.11061 -0.66533 5.09779
F 2.17303 -6.25403 -2.32654
H 7.18709 -7.42701 0.03190
O 12.58170 -11.07223 0.00806
C -4.62585 -1.93992 0.01659
H 0.88445 9.86549 -4.27006
H -4.81865 -1.47840 -3.13126
H -2.49900 2.85956 8.02517
C -1.46484 -0.47075 -3.35992
C -4.62059 4.75484 8.15556
H -1.66023 -1.58348 -3.69657
C -0.93941 3.43937 -6.01132
H 11.07229 -9.16483 -0.59812
H -6.15807 5.47389 5.14031
H -0.97722 0.78083 6.38612
H 1.19044 9.27809 -6.87496
H -2.83089 -3.87407 -0.20337
C -1.05817 -2.32547 0.03611
C -6.88387 6.86620 3.68639
H 12.47949 -8.13743 -0.95055
H -0.03246 1.41964 -1.75894
C -5.38248 3.02138 -0.55948
H -5.63988 -1.55860 -0.45495
H -3.85911 5.00727 8.89785
H -0.38209 10.06378 -7.23683
H -0.46812 -0.02798 -3.80461
O -3.85668 0.46538 -1.68370
C -3.99076 4.00939 7.00951
C 12.90804 -10.23031 -0.82705
C -3.47385 -1.83744 -1.19175
F 2.78921 -1.35936 -0.97940
C -1.58244 -0.25164 -1.72075
H -1.97831 -3.43657 -1.82553
O -4.02418 4.45397 5.86322
O -0.25465 -4.03639 2.02831
H 14.82163 -9.40510 -1.31324
H -5.00898 -3.14182 -2.26622
H 14.08110 -10.40273 -2.60840
H -2.74005 4.96041 -4.41308
H -8.68922 6.22805 4.64164
C -1.69913 4.96013 -4.07984
O -0.98182 7.66862 -5.38054
O 0.40492 1.08980 3.64083
F 4.44895 -5.64106 -1.95154
H -2.90894 2.27351 6.39782
C 8.26437 -8.07035 -1.70153
H 14.78988 -11.17697 -1.17385
C -2.32702 -2.96493 -0.78621
C 7.46847 -7.03727 -0.94965
H 7.31619 -9.87883 -1.06174
O -6.60756 7.00644 2.49613
H -5.61151 2.23048 -1.28156
H -4.60473 3.74516 2.08277
H 1.52016 -1.09065 4.17542
C -0.40581 8.74128 -5.55473
F 4.31375 -2.92365 -0.03010
H -4.74653 -3.03324 0.42882
H -2.35363 0.17864 -3.82201
H 6.57737 -6.76628 -1.52141
F 1.76784 -1.58075 1.38294
C 3.03387 -5.37403 -1.49406
F 2.96707 -5.82513 -0.09194
F 1.42734 -3.62384 -2.53446
H -5.87126 3.94345 -0.88400
S 0.22503 -3.63631 0.57397
C 0.10669 9.14172 -6.91231
C 11.99439 -9.08855 -1.18404
H -0.37743 4.24073 -6.49764
H -6.09717 3.16280 2.85312
C -3.31850 2.69883 7.32018
H -0.12233 8.35081 -7.63439
C -8.27096 7.13799 4.20400
C -0.18621 9.70398 -4.41861
H -1.79378 2.03718 -2.18293
H -3.49391 -2.79999 -3.37087
H -8.23986 7.93850 4.94750
H -4.29873 3.15776 -0.52212
C -5.89499 2.62095 0.79810
O -0.54392 2.90195 -3.71872
H -4.38816 -1.20666 0.91717
H 6.70646 -9.21810 -2.61505
H 1.93010 -0.50460 5.80278
C -1.01805 3.69551 -4.53002
H -5.40632 4.14499 8.60851
C 1.94481 -2.96515 0.79676
H -6.17726 4.53085 1.72089
H 8.28532 -10.03179 -2.54409
H -5.70872 7.18434 5.44617
H -4.89454 6.25779 4.16617
H 0.56999 1.64311 6.67546
O -6.47100 1.54829 0.97229
H -0.42164 2.49074 -6.18852
O 9.41964 -7.84918 -2.06093
H -8.91216 7.45480 3.37461
H -1.17109 5.82931 -4.48006
C -4.21212 -2.30974 -2.57506
N -2.97876 -0.41250 -1.17112
C -5.84787 6.41607 4.68143
H -5.06784 5.68249 7.78297
H -0.60800 9.28313 -3.49971
H -0.50117 -1.49296 2.58305
H -1.94638 3.37183 -6.43066
C 2.71311 -3.79124 -1.75735
F 3.76608 -3.35344 -2.75605
H 0.15228 -0.36436 -0.18703
H 0.33851 -1.47067 -1.70175
H -4.04621 1.99728 7.73583
H -1.27515 1.64137 -0.32731
O 0.11080 -4.95958 -0.23342
```

Computed properties:
* relative energy (zero: lowest compared OMol25 entry of this formula, charge and spin): 1110.5 kJ/mol
* spin multiplicity: 2
* HOMO level (alpha / beta): -8.79 / -9.00 eV
* largest force on an atom: 10.13 eV/A
* E: -109549.378 eV

=====

(3)
Molecular formula: C24H60FO7P
Method: DFT, wB97M-V/def2-TZVPD

Structure (XYZ):
```
93
Properties=species:S:1:pos:R:3
H -9.91700 -2.81139 1.60734
C -7.28843 -2.91676 0.73567
C 1.86960 1.23447 -3.48083
C -8.64240 -3.12747 -0.22115
O -7.65787 -4.20878 -0.15622
H 3.84313 -1.00839 -1.46806
C 9.50803 0.03323 -3.60885
H 1.16043 0.14048 1.35527
C 4.97844 -2.40379 -0.70754
C -11.77194 -0.86587 0.15433
O 0.51252 0.03499 2.06478
H -11.98425 1.90529 0.47407
H 4.84138 -2.88139 1.40497
H 6.73476 -1.45571 -1.53672
H 1.75604 0.29371 -4.02812
H 1.62007 -0.72209 -1.82891
C -3.35716 -2.10534 1.55297
C 10.26370 -1.19117 -4.10159
H 7.52311 -0.74509 -3.99695
H 1.38004 2.53102 1.64713
H 0.06381 0.87475 3.86476
H -10.25505 2.36930 0.10414
H 6.88846 -1.88288 0.18011
H -10.63345 1.19890 1.49142
H 2.94227 1.40109 -3.35601
H -9.81975 -0.02808 -0.65416
H -6.24020 -3.27456 0.56975
H 10.40170 -1.16112 -5.18480
H -3.04329 -2.01504 0.51015
C 0.67913 2.39809 2.47666
H -10.83413 -2.41586 -1.76948
H 3.87486 6.64821 1.95772
C 0.80200 1.00345 3.06897
H 8.20638 0.19793 -5.33746
H 1.34382 2.09085 -1.57963
C 3.79476 4.48610 1.79567
H -2.88477 -1.18374 3.45607
H 5.43207 4.95466 3.13998
C 2.19769 0.75958 3.62226
H -0.79345 0.85097 -1.30148
P -11.38593 -2.60832 -0.45113
H 5.26182 3.22850 2.76417
C -10.06223 -3.37908 0.65361
H 3.85785 -1.48945 0.90572
C 6.20225 -1.50965 -0.58388
O -4.74146 -1.75616 1.60833
H 2.67414 6.04282 0.79946
H 10.08202 0.93470 -3.83563
H -11.62022 -0.77308 1.26732
H 3.05425 4.35871 2.58863
O 4.12133 -1.89752 -1.72798
C -3.17871 -3.54245 2.01832
H 7.59660 1.00584 -3.87948
C 3.67571 5.88229 1.20487
O 1.75899 0.10793 -1.35477
H -3.76837 -4.22301 1.39904
H 0.87917 3.16559 3.22879
C 1.17959 1.15990 -2.12764
H -2.69920 -0.11407 2.07510
C 8.13189 0.12855 -4.24979
H 2.27593 -0.24934 4.03421
H -1.48839 -1.37411 2.37547
H 2.94900 0.83918 2.83024
H 11.24500 -1.25292 -3.62593
H 5.94221 4.31556 1.56388
H -0.32391 2.55743 2.07322
H 3.33281 -3.11550 0.49968
C 5.18781 4.23784 2.35286
H -0.49993 -0.03870 -2.78751
F -11.45740 0.70708 -1.75846
H 1.45899 2.04315 -4.08926
H 8.86371 -0.82405 -1.97797
H 2.44253 1.47805 4.40841
C -10.92076 1.53222 0.45206
H 5.28561 -3.40717 -1.01223
O 3.50478 3.51666 0.78935
C -2.55410 -1.14263 2.41285
H -5.03098 -1.83230 2.52486
H -2.13054 -3.84577 1.96992
H -3.53028 -3.66467 3.04734
C -10.89317 0.27791 -0.52270
C 4.21452 -2.47956 0.60545
O 9.36937 -0.03140 -2.19071
H -12.87550 -0.70347 -0.03752
H 4.15274 3.61912 0.08283
H -8.71852 -2.48687 -1.18705
H -10.14496 -4.48653 0.77204
H -0.78836 1.71212 -2.85355
H -7.08943 -1.95844 0.10010
H 9.72706 -2.10941 -3.84362
H 5.91354 -0.48689 -0.32378
H 4.37882 6.01577 0.37693
C -0.31278 0.91306 -2.28069
```

Computed properties:
* SMILES: C[C@H](F)CPC[C@H]1CO1.CC(C)O.CC(C)O.CC(C)O.CC(C)O.CC(C)O.CC(C)O
* HOMO level: -7.96 eV
* largest force on an atom: 5.21 eV/A
* E: -52192.438 eV

=====

(4)
Molecular formula: C9H6O2
Method: DFT, wB97M-V/def2-TZVPD

Structure (XYZ):
```
17
Properties=species:S:1:pos:R:3
H -1.46160 2.43282 0.22416
H 0.71998 -2.55950 0.41151
C 2.42888 0.28782 -0.02238
C -0.06150 -0.76155 0.03361
C -1.41903 -1.19271 0.03054
O -3.61733 1.24892 -0.06344
H 3.29330 -1.65741 -0.21259
C 0.08966 0.67603 -0.10621
O -1.92301 -2.25022 0.06302
C 1.34420 1.15503 -0.11641
C -2.26341 0.58096 -0.05094
C -1.18367 1.34648 -0.00512
H 3.43256 0.70816 0.13419
C 2.30306 -1.10126 -0.19220
H 1.49715 2.19408 -0.03821
C 0.99474 -1.63074 -0.01233
H -4.17397 0.52310 -0.07720
```

Computed properties:
* relative energy (zero: lowest compared OMol25 entry of this formula, charge and spin): 289.2 kJ/mol
* HOMO level: -8.48 eV
* largest force on an atom: 5.31 eV/A
* E: -13521.901 eV

=====

(5)
Molecular formula: C50H84O34
Method: DFT, wB97M-V/def2-TZVPD

Structure (XYZ):
```
168
Properties=species:S:1:pos:R:3
O 0.24423 -4.59276 0.14146
H -2.75572 3.89609 -3.64880
H 2.90227 4.84308 2.85612
O 2.17382 -3.94710 -2.43064
O 1.21231 3.20091 3.99301
C 2.07529 -4.69405 -4.61174
H 2.12271 -4.88680 2.30416
O 3.21657 -1.63052 -3.59829
H -0.98520 2.15117 0.40444
H 2.82216 -4.52901 -5.40794
H 1.12814 -0.23755 6.61635
C -2.58466 5.12919 1.43567
H -0.66285 -3.68707 4.78699
O 3.28170 0.10895 -2.20265
C -3.96475 0.50760 -3.74183
O 6.64252 2.19376 2.81529
H -1.84609 -1.52521 -3.74958
H -4.65692 -4.14948 -3.62269
C -2.58474 -1.27240 -4.51793
H -1.42013 0.65072 1.25072
H -0.73064 3.49688 3.78199
C 3.78497 0.33619 2.63177
H -5.61574 -4.24656 3.44454
O -4.34805 -5.73565 0.05496
H -2.44531 0.37290 -6.09486
C 5.03846 -0.69573 -0.76329
O 0.96949 -0.32582 4.11901
H -1.07809 0.33867 -4.93725
H 0.65790 -3.28654 1.69006
C 3.96311 0.39740 4.10719
H -1.63224 1.05566 -1.67584
H 3.05445 0.42595 4.71673
H 5.05691 -2.62142 -1.90353
O 4.31457 3.70733 0.38246
H 1.05711 0.80429 -6.55786
H 5.47927 1.59914 5.15188
C 4.37796 5.84776 1.52990
O 0.21051 -0.81903 -0.43164
C -3.62607 3.09943 1.86707
C -1.05408 -3.14452 3.92478
C -0.94873 1.07593 0.38493
H 1.63999 -5.67542 -4.77195
H -4.30307 -1.49481 -3.15099
H -2.42321 5.11218 2.52034
H 0.24075 3.08192 2.29853
C -1.63726 8.38087 -2.22755
H -6.61000 -4.94717 -0.31235
H -2.59822 -2.03748 -5.34977
H 0.98329 -2.28298 -2.74111
O 5.03057 0.83476 2.09728
C -6.89419 -3.95778 -0.62466
H 3.04645 -5.58110 -0.55230
C 2.33993 -5.65724 0.25394
H -2.01049 -2.76222 4.19498
O -5.66007 -3.19440 -0.66506
H 4.53285 -0.46645 4.51788
H -0.58857 8.03502 -2.04945
H -2.52393 -3.86130 -3.42092
C 3.56746 -1.14780 -2.57528
H -4.09839 -0.00961 1.60977
O -3.95092 3.39110 3.02214
O -1.34698 -1.75314 -1.66282
C -3.97725 -0.97258 -4.02858
O 2.33215 2.91953 1.00900
H 1.15487 0.93056 -0.29947
H 4.20801 6.68284 0.85781
H -5.45876 1.00050 2.19735
C -2.76647 -4.71638 -1.52567
H 0.91914 0.19447 1.19664
H -2.08059 9.15240 -1.61668
C 2.28356 -4.54690 1.27940
C 4.41516 -1.86608 -1.42724
H 2.89014 0.91728 2.36898
H -3.42085 5.81831 1.22934
C 0.07610 -0.45306 6.59491
H -2.86244 -3.67624 -1.21075
O 2.14135 1.58357 -5.03985
H -3.71164 3.36680 -2.18221
H -2.72439 0.29970 -0.54330
H 1.74711 4.19327 -1.77846
H -2.15473 -5.64444 -3.35884
O -2.94957 3.82247 0.96214
C 1.14446 -3.70478 0.81406
H 1.43456 2.49186 -1.32360
H -4.41579 -5.84787 -4.11716
C -2.80170 -4.81918 -3.04165
H 2.66869 0.17076 -6.37352
H 0.07216 -3.79921 -2.42852
H 5.90603 -0.43238 -1.34108
H -0.58990 0.40821 6.57428
H 4.62338 1.32529 -1.25035
O -4.03296 -2.46521 0.62757
C -0.01486 2.80584 3.33318
C -4.40440 0.89853 2.14764
H 3.40751 2.44211 7.27655
H 3.75569 -0.71578 2.27726
H -3.85005 1.03585 3.09185
C 1.47883 1.77551 -3.91149
H -3.99843 -4.07964 2.54561
C -2.07868 6.10220 -2.37046
C -2.87840 3.91456 -2.59594
H -7.26685 -4.07989 -1.63457
O -0.15571 -2.08220 3.49238
C 0.41667 0.43049 0.24870
H 3.68781 -2.40785 -0.77679
H -1.88398 -5.12872 -1.06079
H 2.15233 5.69066 1.61110
H 5.87862 4.28257 1.58829
H 4.90291 6.15862 2.40279
C -1.66754 0.43996 -0.78733
O -2.54689 7.28729 -2.08434
O 2.53429 3.48625 5.65430
C 1.27571 3.11556 5.37726
H -1.69299 5.44885 0.85235
H -0.30507 1.76406 3.45171
H 3.79807 4.23211 7.11131
O -3.14757 5.31310 -2.28877
O -2.87904 1.08035 -4.24699
O 0.39452 -6.51263 -1.02218
O 2.02121 2.87626 -3.29329
C -5.10100 -3.01534 0.50784
O 0.37333 2.76752 6.10062
C 3.09973 5.14729 1.82523
H 1.29960 -2.70465 -4.97038
H -0.16459 -0.93582 7.54552
H 5.75998 5.13541 -0.01159
H 1.44952 -2.93747 0.09387
H 5.25937 -0.84634 0.25758
C 5.22884 4.74034 0.82380
O 0.58670 1.08705 -3.43903
C 4.03110 0.46492 -0.98587
H -5.00030 -2.65791 3.17946
O -4.74479 1.07380 -2.97582
C 0.98030 -3.59587 -4.43878
C -4.97880 -3.66953 2.76617
H 3.26819 0.65588 -0.24101
H 1.42435 -0.38219 -5.19336
C 0.89054 -5.65659 -0.33133
H 0.28755 3.36509 -2.30654
O -5.73469 -3.60013 1.51805
H 3.24530 -4.07228 1.31480
H 2.44824 -6.67101 0.65767
C -4.24179 -5.12037 -3.34735
H 4.24161 2.56910 4.34890
C 0.98953 -3.37037 -2.93029
O 3.82013 -5.29672 -3.08057
C -2.14009 0.11296 -5.03663
C 1.37548 3.24327 -2.08542
H -1.21725 -3.73056 3.01606
C 1.77220 0.45665 -5.81964
C -4.01399 -5.42195 -1.06009
H -4.69387 -1.22790 -4.81579
H -7.62999 -3.40142 -0.03738
O -0.29726 -1.41113 5.57381
H -2.01137 3.65792 -2.03761
C 0.21826 -1.25434 4.40320
O -4.84848 -5.66051 -2.16323
C 3.15037 3.80091 1.04231
H 2.22399 3.66216 7.73748
C -0.96710 -0.84909 -1.03207
H -1.62522 8.61947 -3.29184
C 2.81417 -4.68970 -3.29769
H 0.03147 -3.89943 -4.82597
C 3.01594 3.44149 7.04640
O -3.92731 1.94081 1.25767
C 4.79217 1.58396 4.29696
O -0.96794 5.82892 -2.67734
C 5.64191 1.59738 2.99960
```

Computed properties:
* HOMO level: -9.75 eV
* largest force on an atom: 4.16 eV/A
* E: -122828.676 eV

=====

(6)
Molecular formula: C4H12N2O2
Method: DFT, wB97M-V/def2-TZVPD

Structure (XYZ):
```
20
Properties=species:S:1:pos:R:3
C 0.54266 0.51925 -2.12838
H 2.05997 -1.36750 1.36636
N -0.94146 1.33170 -0.05557
H -0.49491 -0.66445 -0.76403
C -1.50367 -0.54158 1.68061
H 0.10161 0.43143 -3.11574
N 1.59617 -0.45525 -1.88858
H -2.59840 0.30380 0.05382
O 2.58851 -0.56281 1.34572
H -2.39286 1.42542 1.48003
O -0.46889 -1.13743 1.50195
C -1.95904 0.65081 0.87112
H 1.88852 0.08356 1.18093
H -2.21823 -1.02398 2.37509
H -1.47350 0.35677 -1.84950
H 1.83080 -1.02965 -2.67668
H 2.33552 0.00792 -1.39192
H -0.03105 1.33859 0.41909
C -0.65421 0.35261 -1.11841
H 0.98087 1.52003 -2.10746
```

Computed properties:
* SMILES: NCCNCC=O.O
* relative energy (zero: lowest compared OMol25 entry of this formula, charge and spin): 300.1 kJ/mol
* HOMO level: -9.00 eV
* largest force on an atom: 2.74 eV/A
* E: -11416.106 eV